Below is a 2-piece molecular cluster, C2H7NP overall in a non-equilibrium geometry, with properties calculated with the ωB97M-V functional and the def2-TZVPD basis.

Cartesian coordinates (Å):
C (1.091, -0.320, 0.541)
C (-1.491, -0.503, -0.358)
N (-2.105, 0.541, 0.187)
P (2.451, 0.100, -0.280)
H (0.803, -0.372, 1.512)
H (-1.404, -1.419, 0.218)
H (-1.284, -0.535, -1.341)
H (-2.327, 0.433, 1.138)
H (-1.805, 1.440, -0.090)
H (2.210, 0.461, -1.542)
H (3.862, 0.173, 0.016)

Computed properties:
- charge = +1
- ΔE to the lowest compared entry with this formula, charge and spin (kcal/mol) = 72.69
- LUMO level (alpha / beta) (eV) = -5.017 / -5.017
- Kohn-Sham gap (alpha / beta) (eV) = 8.04 / 8.04


Below is a 2-piece molecular cluster, C2H7NS overall in a non-equilibrium geometry, with properties calculated with the ωB97M-V functional and the def2-TZVPD basis.

Cartesian coordinates (Å):
C (1.050, 0.792, -0.418)
N (0.618, -0.386, -0.130)
C (-0.355, -0.944, -1.121)
H (0.937, 1.220, -1.445)
H (1.519, 1.426, 0.365)
H (-0.391, -2.053, -1.070)
H (-0.071, -0.669, -2.113)
H (-1.367, -0.622, -0.763)
S (-0.298, 0.465, 2.717)
H (-0.111, -0.262, 1.576)
H (-1.530, 1.032, 2.402)

Computed properties:
- charge = 0
- ΔE to the lowest compared entry with this formula, charge and spin (kcal/mol) = 29.72
- LUMO level (eV) = 0.783
- SMILES = C=NC.S
- Kohn-Sham gap (eV) = 9.90


Below is a 2-piece molecular cluster, C2H7NS overall in a non-equilibrium geometry, with properties calculated with the ωB97M-V functional and the def2-TZVPD basis.

Cartesian coordinates (Å):
C (0.479, -0.501, -0.188)
C (-1.107, -0.448, -0.335)
S (-1.670, 0.932, 0.786)
N (1.008, 0.817, -0.431)
H (0.923, -1.310, -0.839)
H (0.713, -0.868, 0.851)
H (-1.707, -1.332, -0.138)
H (-1.388, -0.188, -1.411)
H (0.168, 0.568, 1.693)
H (0.547, 1.509, 0.210)
H (2.034, 0.822, -0.197)

Computed properties:
- charge = 0
- ΔE to the lowest compared entry with this formula, charge and spin (kcal/mol) = 74.66
- LUMO level (eV) = -1.094
- Kohn-Sham gap (eV) = 7.97


Below is a 2-piece molecular cluster, C2H7NS overall, with properties calculated with the ωB97M-V functional and the def2-TZVPD basis.

Cartesian coordinates (Å):
C (-1.003, 0.664, 0.274)
C (-0.734, -0.215, -0.680)
N (-1.673, -1.066, -1.262)
H (-0.230, 1.220, 0.769)
H (-2.010, 0.966, 0.529)
H (0.286, -0.345, -1.012)
H (-2.415, -1.323, -0.629)
H (-1.294, -1.922, -1.639)
S (2.713, 0.096, 1.246)
H (3.972, 0.535, 1.308)
H (2.389, 1.389, 1.097)

Computed properties:
- charge = 0
- ΔE to the lowest compared entry with this formula, charge and spin (kcal/mol) = 16.80
- LUMO level (eV) = 0.891
- SMILES = C=CN.S
- Kohn-Sham gap (eV) = 9.28


Below is a 2-piece molecular cluster, C2H7NS2 overall in a non-equilibrium geometry, with properties calculated with the ωB97M-V functional and the def2-TZVPD basis.

Cartesian coordinates (Å):
C (1.151, 1.468, 2.356)
N (1.866, 1.114, 1.367)
H (0.910, 2.526, 2.490)
H (0.721, 0.760, 3.068)
H (1.556, 0.181, 1.078)
C (-0.303, -0.515, -1.973)
S (-1.527, 0.177, -0.804)
S (-2.352, -1.568, -0.001)
H (-0.340, -1.584, -2.156)
H (-0.376, -0.003, -2.928)
H (0.619, -0.195, -1.492)
H (-1.927, -2.360, -1.005)

Computed properties:
- charge = 0
- ΔE to the lowest compared entry with this formula, charge and spin (kcal/mol) = 41.29
- LUMO level (eV) = 0.467
- SMILES = C=N.CSS
- Kohn-Sham gap (eV) = 8.69


Below is C2H7O2 as an isolated structure in a non-equilibrium geometry, with properties calculated with the ωB97M-V functional and the def2-TZVPD basis.

Cartesian coordinates (Å):
O (0.933, -1.639, -1.870)
H (0.680, -0.494, -1.306)
C (-0.774, 0.510, 0.462)
O (0.089, 0.423, -0.557)
C (-0.183, 0.942, 1.971)
H (-1.555, -0.436, 0.558)
H (-1.591, 1.283, 0.248)
H (0.186, -2.221, -1.685)
H (0.737, 0.334, 2.079)
H (-0.890, 0.553, 2.707)
H (-0.009, 1.996, 2.214)

Computed properties:
- charge = -1
- ΔE to the lowest compared entry with this formula, charge and spin (kcal/mol) = 27.93
- LUMO level (eV) = 4.514
- Kohn-Sham gap (eV) = 8.06


Below is C2H7O2 as an isolated structure in a non-equilibrium geometry, with properties calculated with the ωB97M-V functional and the def2-TZVPD basis.

Cartesian coordinates (Å):
O (-2.307, -0.471, 0.377)
H (-1.316, -0.343, -0.457)
H (-2.164, -0.105, 1.221)
H (-3.216, -0.426, 0.178)
O (-0.247, -0.084, -0.937)
C (0.910, 0.483, -0.863)
C (1.684, -0.018, 0.296)
H (1.138, 1.355, -1.522)
H (0.956, -0.133, 1.168)
H (2.493, 0.700, 0.490)
H (2.069, -0.959, 0.048)

Computed properties:
- charge = +1
- ΔE to the lowest compared entry with this formula, charge and spin (kcal/mol) = 27.63
- LUMO level (eV) = -5.241
- Kohn-Sham gap (eV) = 11.14


Below is a 2-piece molecular cluster, C2H7O2 overall in a non-equilibrium geometry, with properties calculated with the ωB97M-V functional and the def2-TZVPD basis.

Cartesian coordinates (Å):
C (-0.025, 1.003, -0.826)
C (-0.543, -1.123, 0.105)
O (1.416, 0.250, 1.323)
O (-0.230, 0.248, 0.264)
H (-0.124, 0.464, -1.716)
H (-0.658, 1.943, -0.671)
H (1.068, 1.325, -0.933)
H (-0.672, -1.568, 1.094)
H (-1.471, -1.141, -0.373)
H (0.084, -1.703, -0.548)
H (1.155, 0.303, 2.282)

Computed properties:
- charge = +1
- ΔE to the lowest compared entry with this formula, charge and spin (kcal/mol) = 135.30
- LUMO level (alpha / beta) (eV) = -8.981 / -7.101
- Kohn-Sham gap (alpha / beta) (eV) = 8.95 / 10.17


Below is a 2-piece molecular cluster, C2H7O2 overall in a non-equilibrium geometry, with properties calculated with the ωB97M-V functional and the def2-TZVPD basis.

Cartesian coordinates (Å):
O (-1.377, -0.666, 1.448)
H (0.008, -0.641, 1.082)
H (-2.126, -0.897, 0.949)
H (-1.704, -0.693, 2.387)
O (0.920, -0.152, 0.522)
C (1.008, 0.295, -0.632)
C (0.024, 0.690, -1.631)
H (2.108, 0.524, -0.766)
H (0.495, 1.405, -2.341)
H (-0.976, 1.024, -1.066)
H (-0.337, -0.080, -2.431)

Computed properties:
- charge = +1
- ΔE to the lowest compared entry with this formula, charge and spin (kcal/mol) = 24.94
- LUMO level (eV) = -4.983
- Kohn-Sham gap (eV) = 12.02


Below is C2H7OP as an isolated structure in a non-equilibrium geometry, with properties calculated with the ωB97M-V functional and the def2-TZVPD basis.

Cartesian coordinates (Å):
C (-1.465, 0.259, 0.386)
C (-0.510, -0.097, -0.731)
O (2.669, 0.517, -0.846)
P (1.694, -0.077, 0.060)
H (-0.720, 0.607, 1.144)
H (-2.083, 1.155, 0.109)
H (-2.030, -0.626, 0.849)
H (-0.550, 0.459, -1.603)
H (-0.685, -1.115, -1.107)
H (1.597, 0.405, 1.350)
H (2.085, -1.486, 0.389)

Computed properties:
- charge = 0
- ΔE to the lowest compared entry with this formula, charge and spin (kcal/mol) = 40.59
- LUMO level (eV) = 0.744
- Kohn-Sham gap (eV) = 10.25


Below is one molecule with the formula C2H7OPS in a non-equilibrium geometry, with properties calculated with the ωB97M-V functional and the def2-TZVPD basis.

Cartesian coordinates (Å):
O (-2.171, -0.418, 0.393)
C (-0.963, -0.785, -0.234)
C (0.183, 0.139, 0.442)
P (1.979, -0.332, -0.040)
S (-0.289, 1.942, 0.228)
H (-2.824, -1.069, 0.289)
H (-0.862, -0.579, -1.278)
H (-0.674, -1.745, 0.163)
H (0.053, -0.078, 1.477)
H (2.822, 0.456, 0.770)
H (2.568, 0.346, -1.192)
H (0.176, 2.123, -1.018)

Computed properties:
- charge = 0
- ΔE to the lowest compared entry with this formula, charge and spin (kcal/mol) = 66.67
- LUMO level (eV) = 0.838
- SMILES = OC[C@@H](P)S
- Kohn-Sham gap (eV) = 9.43


Below is a 2-piece molecular cluster, C2H7OPS overall in a non-equilibrium geometry, with properties calculated with the ωB97M-V functional and the def2-TZVPD basis.

Cartesian coordinates (Å):
C (-1.255, -0.632, -0.532)
C (0.605, 1.763, -0.664)
O (-0.512, -0.781, 0.634)
P (0.890, -1.585, 1.015)
S (0.992, 1.539, 1.006)
H (-1.236, -1.519, -1.157)
H (-2.242, -0.029, -0.260)
H (-0.447, 1.863, -0.784)
H (1.411, 1.799, -1.285)
H (0.465, -2.900, 0.645)
H (1.392, -1.688, -0.192)
H (-0.063, 2.170, 1.575)

Computed properties:
- charge = 0
- ΔE to the lowest compared entry with this formula, charge and spin (kcal/mol) = 145.55
- LUMO level (alpha / beta) (eV) = 0.321 / 0.465
- Kohn-Sham gap (alpha / beta) (eV) = 8.30 / 7.88


Below is a 2-piece molecular cluster, C2H7OS overall in a non-equilibrium geometry, with properties calculated with the ωB97M-V functional and the def2-TZVPD basis.

Cartesian coordinates (Å):
S (1.311, -1.011, 1.303)
H (0.885, -0.459, 2.461)
C (-1.145, 0.987, -0.459)
O (0.255, 1.198, -0.772)
C (-1.601, -0.111, -1.507)
H (-1.226, 0.497, 0.550)
H (-1.762, 1.888, -0.545)
H (0.659, 0.502, -0.172)
H (-0.793, -0.864, -1.470)
H (-2.611, -0.587, -1.166)
H (-1.697, 0.353, -2.534)

Computed properties:
- charge = -1
- ΔE to the lowest compared entry with this formula, charge and spin (kcal/mol) = 8.50
- LUMO level (eV) = 4.217
- Kohn-Sham gap (eV) = 7.23


Below is a 2-piece molecular cluster, C2H7OS overall in a non-equilibrium geometry, with properties calculated with the ωB97M-V functional and the def2-TZVPD basis.

Cartesian coordinates (Å):
C (2.022, 0.464, 0.924)
C (0.901, -0.521, 1.230)
S (-0.750, 0.009, 0.649)
H (2.305, 1.147, 1.602)
H (1.684, 0.963, 0.069)
H (2.856, -0.005, 0.421)
H (0.784, -0.916, 2.218)
H (1.136, -1.414, 0.522)
H (-0.725, 0.130, -2.290)
H (-2.193, -0.096, -2.484)
O (-1.423, 0.048, -2.921)

Computed properties:
- charge = -1
- ΔE to the lowest compared entry with this formula, charge and spin (kcal/mol) = 22.70
- LUMO level (eV) = 4.319
- Kohn-Sham gap (eV) = 6.67


Below is a 2-piece molecular cluster, C2H7OS overall in a non-equilibrium geometry, with properties calculated with the ωB97M-V functional and the def2-TZVPD basis.

Cartesian coordinates (Å):
C (-1.162, -0.436, 0.919)
S (-1.734, 0.697, 2.284)
H (-0.315, -1.106, 1.328)
H (-0.867, 0.186, 0.044)
H (-2.037, -1.073, 0.739)
H (-1.195, 1.827, 1.842)
C (1.446, 0.000, -1.434)
O (0.635, 0.949, -0.836)
H (2.028, -0.688, -0.767)
H (2.306, 0.425, -2.000)
H (0.895, -0.783, -2.121)

Computed properties:
- charge = -1
- ΔE to the lowest compared entry with this formula, charge and spin (kcal/mol) = 50.81
- LUMO level (eV) = 3.552
- Kohn-Sham gap (eV) = 5.97


Below is a 2-piece molecular cluster, C2H7OS overall, with properties calculated with the ωB97M-V functional and the def2-TZVPD basis.

Cartesian coordinates (Å):
C (0.686, -0.761, -0.592)
C (1.288, 0.449, 0.086)
S (0.194, 1.270, 1.299)
H (-0.307, -0.582, -0.994)
H (0.608, -1.597, 0.111)
H (1.322, -1.117, -1.423)
H (1.569, 1.200, -0.665)
H (2.221, 0.123, 0.564)
H (-1.735, 0.430, 0.535)
H (-3.218, 0.422, 0.894)
O (-2.627, 0.163, 0.184)

Computed properties:
- charge = -1
- ΔE to the lowest compared entry with this formula, charge and spin (kcal/mol) = 0.75
- LUMO level (eV) = 4.241
- Kohn-Sham gap (eV) = 6.77


Below is a 2-piece molecular cluster, C2H7S overall in a non-equilibrium geometry, with properties calculated with the ωB97M-V functional and the def2-TZVPD basis.

Cartesian coordinates (Å):
C (2.733, 1.095, 4.634)
H (1.960, 0.716, 4.000)
H (2.910, 2.140, 4.388)
H (3.681, 0.604, 4.092)
H (2.787, 0.697, 5.629)
C (-2.730, -1.043, -4.504)
S (-4.311, -1.065, -5.407)
H (-1.986, -1.870, -4.964)
H (-2.213, -0.126, -4.539)
H (-2.831, -1.148, -3.330)

Computed properties:
- charge = -1
- ΔE to the lowest compared entry with this formula, charge and spin (kcal/mol) = 28.14
- LUMO level (eV) = 2.455
- Kohn-Sham gap (eV) = 4.41


Below is a 2-piece molecular cluster, C2H7S overall in a non-equilibrium geometry, with properties calculated with the ωB97M-V functional and the def2-TZVPD basis.

Cartesian coordinates (Å):
C (1.848, 0.596, 0.273)
H (1.584, -0.336, -0.228)
H (1.003, 1.201, -0.027)
H (2.828, 1.033, -0.002)
H (1.985, 0.478, 1.346)
C (-1.920, -0.506, -0.307)
S (-0.670, -1.506, 0.596)
H (-1.462, -0.088, -1.216)
H (-2.715, -1.179, -0.644)
H (-2.481, 0.308, 0.210)

Computed properties:
- charge = -1
- ΔE to the lowest compared entry with this formula, charge and spin (kcal/mol) = 16.81
- LUMO level (eV) = 4.396
- Kohn-Sham gap (eV) = 6.36


Below is a 2-piece molecular cluster, C2H7S overall, with properties calculated with the ωB97M-V functional and the def2-TZVPD basis.

Cartesian coordinates (Å):
C (5.091, 3.218, -0.243)
H (4.321, 2.483, -0.526)
H (6.084, 2.746, -0.193)
H (4.836, 3.645, 0.725)
H (5.110, 3.954, -1.047)
C (-4.993, -3.223, 0.182)
S (-6.388, -3.075, 1.331)
H (-4.357, -2.337, 0.261)
H (-4.353, -4.093, 0.355)
H (-5.351, -3.318, -0.846)

Computed properties:
- charge = -2
- ΔE to the lowest compared entry with this formula, charge and spin (kcal/mol) = 0.00
- LUMO level (alpha / beta) (eV) = 5.596 / 5.596
- spin multiplicity = 2
- Kohn-Sham gap (alpha / beta) (eV) = 2.82 / 6.38
- <S²> = 0.75